76
Properties=species:S:1:pos:R:3:mulliken_charge:R:1 method="wB97M-V/def2-TZVPD" total_charge=-1 homo_lumo_gap_ha="0.2054 / 0.1722" lumo_energy_ha="0.090 / 0.077"
Ga 1.62 0.26 -0.09 0.68
N -1.09 4.56 0.93 -0.60
N 3.10 1.35 -2.34 -0.66
C -1.27 -1.85 -0.36 0.73
C -2.06 -0.97 -1.16 0.69
C -2.63 0.00 -0.30 0.12
C -3.43 1.19 -0.68 -1.07
H -3.67 1.16 -1.74 0.40
H -2.90 2.14 -0.49 0.15
H -4.36 1.23 -0.09 0.30
C -2.20 -0.28 1.03 1.15
C -2.48 0.59 2.18 -1.40
H -3.56 0.62 2.41 0.40
H -2.11 1.62 1.93 0.23
H -1.94 0.24 3.07 0.37
C -1.37 -1.44 1.00 -0.28
C -0.69 -2.04 2.17 -1.43
H -0.38 -1.27 2.89 0.27
H 0.19 -2.62 1.87 0.26
H -1.37 -2.73 2.70 0.26
C -2.30 -1.07 -2.61 -1.33
H -3.17 -1.71 -2.80 0.24
H -1.45 -1.52 -3.15 0.12
H -2.51 -0.09 -3.05 0.39
C -0.51 -3.02 -0.86 -0.88
H 0.24 -3.35 -0.14 0.18
H 0.00 -2.80 -1.81 -0.15
H -1.19 -3.87 -1.04 0.36
C -0.51 5.71 1.25 -0.25
H -1.18 6.55 1.48 0.35
C 0.89 5.89 1.40 -0.49
H 1.27 6.80 1.83 0.33
C 1.73 4.84 0.99 -0.60
H 2.83 4.92 1.05 0.37
C 1.16 3.68 0.51 -0.25
H 1.74 2.87 0.07 0.14
C -0.27 3.50 0.66 0.49
C -0.73 2.18 0.78 -1.40
H -1.00 1.71 -0.18 0.73
C 2.76 0.21 -1.71 0.04
C 3.46 1.07 -3.62 -1.27
H 3.68 1.83 -4.34 0.44
C 3.50 -0.29 -3.77 -0.16
H 3.73 -0.89 -4.62 0.71
N 3.00 -0.84 -2.60 0.57
C 2.80 -2.23 -2.38 0.60
C 2.26 -2.99 -3.44 0.32
C 2.41 -4.37 -3.40 -1.23
H 2.09 -4.97 -4.25 0.30
C 2.94 -5.02 -2.28 0.76
C 3.08 -6.51 -2.28 -1.57
H 2.87 -6.92 -1.28 0.37
H 4.10 -6.82 -2.56 0.29
H 2.38 -6.96 -3.01 0.37
C 3.37 -4.25 -1.19 -1.15
H 3.80 -4.75 -0.32 0.35
C 3.32 -2.85 -1.23 1.95
C 3.89 -2.09 -0.07 -1.62
H 4.44 -1.20 -0.36 0.44
H 4.57 -2.75 0.49 0.55
H 3.11 -1.80 0.65 -0.20
C 1.52 -2.38 -4.60 -1.50
H 2.16 -1.80 -5.27 0.39
H 0.67 -1.76 -4.29 0.17
H 1.12 -3.21 -5.20 0.38
C 2.52 1.54 5.03 -0.25
C 3.06 0.37 4.47 -0.74
C 2.63 -0.03 3.20 0.03
N 1.67 0.64 2.54 -0.03
C 1.03 1.64 3.16 -0.04
C 1.48 2.19 4.36 -1.06
H 2.91 1.93 5.97 0.37
H 3.81 -0.23 4.98 0.40
H 3.04 -0.90 2.68 0.18
H 0.14 2.03 2.63 0.46
H 1.03 3.12 4.72 0.45